# C14H26N3O2S3Tl

A structure of composition C14H26N3O2S3Tl at a distorted geometry (wB97M-V/def2-TZVPD, OMol25).

For the relative energy (zero: lowest compared OMol25 entry of this formula, charge and spin), the calculation gives 0.00 kJ/mol. As for the largest force on an atom: 1.2 eV/A. As for the multiplicity: 1. The net charge is +2. Its gap between HOMO and LUMO is 7.09 eV. For the LUMO energy, the calculation gives -7.871 eV. As for the HOMO energy: -14.96 eV.

Positions of all 49 atoms, in Å:
Tl 0.31 0.78 -0.25
O -0.50 -1.16 -1.20
N 0.40 -2.03 -1.64
C -0.06 -3.10 -2.33
C 0.80 -4.02 -2.87
C 2.17 -3.83 -2.73
C 2.63 -2.74 -2.03
C 1.73 -1.84 -1.45
S 2.38 -0.56 -0.47
H -1.13 -3.16 -2.40
H 0.39 -4.87 -3.40
H 2.87 -4.53 -3.17
H 3.69 -2.56 -1.90
C -2.47 0.69 -4.31
N -1.96 1.28 -3.08
C -2.54 1.15 -1.90
S -1.88 1.96 -0.49
N -3.68 0.50 -1.79
C -4.41 0.17 -0.56
H -1.77 0.92 -5.11
H -3.44 1.11 -4.58
H -2.54 -0.39 -4.21
H -1.19 1.93 -3.14
H -4.13 0.20 -2.65
H -3.80 0.39 0.30
H -4.65 -0.89 -0.57
H -5.34 0.74 -0.51
C -0.21 2.23 5.90
C 0.08 1.74 4.48
C 0.31 0.23 4.48
S 0.96 -0.34 2.91
O -0.09 0.12 1.87
C 0.74 -2.13 3.06
C -0.61 -2.67 2.58
C -1.71 -2.66 3.64
H -0.46 3.29 5.89
H 0.66 2.09 6.54
H -1.05 1.68 6.34
H 0.96 2.25 4.09
H -0.76 1.98 3.82
H -0.59 -0.33 4.71
H 1.09 -0.04 5.20
H 0.94 -2.36 4.11
H 1.56 -2.56 2.47
H -0.44 -3.70 2.26
H -0.93 -2.10 1.70
H -1.37 -3.11 4.57
H -2.57 -3.23 3.29
H -2.06 -1.65 3.86